Entry 1:
Molecular formula: C31H42N8O4S2Ti
Method: DFT, ωB97M-V with the def2-TZVPD basis set

Each line ends with the Mulliken charge.
Geometry (Å):
Ti -0.111 -0.538 -0.781  -1.206
C 1.646 -0.229 2.902  -2.519
C 1.233 -1.208 1.831  1.450
C 2.149 -1.527 0.817  0.558
C 3.571 -1.026 0.884  -1.710
C 1.832 -2.499 -0.159  1.355
C 2.893 -2.900 -1.151  -2.320
C 0.628 -3.221 -0.068  1.143
C 0.405 -4.448 -0.918  -2.003
C -0.283 -2.917 0.965  0.936
C -1.515 -3.758 1.155  -2.109
C 0.005 -1.909 1.899  0.576
C -0.963 -1.730 3.042  -1.635
H 2.389 -0.696 3.554  0.547
H 0.831 0.100 3.535  0.324
H 2.102 0.666 2.480  0.538
H 3.962 -0.714 -0.081  0.368
H 4.208 -1.851 1.214  0.341
H 3.710 -0.216 1.592  0.505
H 3.586 -3.601 -0.677  0.410
H 3.481 -2.052 -1.487  0.420
H 2.483 -3.386 -2.032  0.566
H -0.271 -4.262 -1.756  0.224
H -0.031 -5.245 -0.319  0.470
H 1.336 -4.835 -1.319  0.495
H -1.342 -4.487 1.953  0.394
H -1.786 -4.308 0.260  0.580
H -2.372 -3.162 1.463  0.472
H -1.980 -1.551 2.685  0.363
H -0.702 -0.930 3.725  0.342
H -1.002 -2.649 3.632  0.467
C -3.699 -3.045 -4.131  -1.323
C -2.846 -3.493 -2.938  -0.585
C -2.864 -2.512 -1.814  0.092
N -1.838 -1.971 -1.261  0.256
N -2.139 -1.079 -0.256  0.841
C -3.430 -0.931 -0.060  0.129
N -3.976 -0.111 0.834  -0.262
S -4.358 -1.969 -1.093  -0.180
H -3.694 -3.822 -4.893  0.424
H -3.308 -2.129 -4.576  0.306
H -4.737 -2.874 -3.845  0.409
H -1.809 -3.636 -3.240  0.106
H -3.213 -4.452 -2.563  0.425
H -3.406 0.525 1.372  0.102
H -4.974 -0.055 0.957  0.253
O -0.920 5.206 6.816  -0.645
S -2.017 5.000 5.895  1.165
O -2.305 3.607 5.590  -0.647
O -3.170 5.850 6.052  -0.652
C -1.243 5.557 4.340  0.041
N -0.742 6.801 4.190  -0.424
C -0.080 7.062 3.075  -0.353
C 0.173 6.095 2.096  -0.621
C -0.394 4.860 2.336  0.049
N -1.132 4.613 3.413  -0.268
C -0.263 3.643 1.532  1.319
C -0.734 2.460 2.136  -0.868
C -0.636 1.279 1.481  -1.636
N -0.107 1.164 0.233  1.390
C 0.272 2.317 -0.390  -0.898
C 0.248 3.539 0.227  -1.424
H 0.281 8.077 2.956  0.428
H 0.805 6.310 1.243  0.375
H -1.167 2.532 3.132  0.908
H -0.985 0.366 1.935  1.194
H 0.600 2.225 -1.414  0.786
H 0.572 4.414 -0.320  0.500
C -1.753 1.108 -2.763  -0.991
O -0.832 0.243 -2.109  0.229
H -1.261 1.583 -3.609  0.359
H -2.098 1.867 -2.062  0.329
H -2.601 0.523 -3.117  0.233
C 4.613 1.959 -2.639  -1.409
C 3.466 1.009 -2.653  0.655
C 2.966 0.199 -3.658  -1.565
C 1.889 -0.489 -3.104  0.610
N 1.734 -0.137 -1.816  1.269
N 2.699 0.784 -1.575  -0.346
C 1.022 -1.519 -3.753  -1.337
H 5.250 1.778 -3.500  0.422
H 5.214 1.850 -1.735  0.359
H 4.262 2.991 -2.691  0.285
H 3.350 0.108 -4.660  0.591
H 2.812 1.178 -0.655  0.296
H 1.633 -2.189 -4.355  0.507
H 0.288 -1.054 -4.412  0.347
H 0.487 -2.125 -3.017  0.105

The gap between HOMO and LUMO comes out at 0.098 hartree. The value obtained for the max |F| is 1.67 eV/Å. The energy relative to the best compared isomer or geometry (same formula, charge and spin) is 1.779 eV. The total charge is +2. The value obtained for the LUMO energy is -8.302 eV. The spin multiplicity is 1.

=====

Entry 2:
Molecular formula: C31H42NO2Si2
Method: DFT, ωB97M-V with the def2-TZVPD basis set

Each line ends with the Mulliken charge.
Geometry (Å):
C -4.719 -0.845 1.910  -1.128
Si -3.039 -1.282 2.596  0.438
C -1.869 0.159 2.499  -1.120
C -3.130 -2.069 4.285  -1.075
O -2.348 -2.438 1.528  -0.352
N -1.777 -1.746 0.378  0.282
O -2.270 -2.429 -0.705  -0.327
Si -3.074 -3.958 -0.557  0.640
C -4.808 -3.720 0.073  -1.075
C -3.001 -4.452 -2.369  -1.060
C -2.100 -5.150 0.502  -0.914
C -0.372 -1.966 0.432  0.806
C 0.370 -1.809 1.554  -1.454
C 0.158 -2.394 -0.865  0.703
C 1.087 -3.444 -0.968  -0.173
C 1.390 -3.952 -2.241  -0.845
C 0.882 -3.329 -3.387  -0.545
C 0.025 -2.222 -3.278  -0.772
C -0.345 -1.767 -2.012  -0.264
H -5.157 0.019 2.434  0.443
H -4.656 -0.594 0.841  0.299
H -5.415 -1.686 2.013  0.305
H -2.429 1.034 2.857  0.521
H -0.996 0.028 3.145  0.320
H -1.521 0.344 1.474  0.245
H -3.642 -1.361 4.956  0.376
H -3.697 -3.011 4.278  0.324
H -2.134 -2.277 4.700  0.305
H -5.417 -4.525 -0.374  0.423
H -4.901 -3.799 1.166  0.209
H -5.238 -2.757 -0.229  0.299
H -3.608 -5.341 -2.614  0.399
H -3.355 -3.623 -3.001  0.292
H -1.963 -4.662 -2.675  0.232
H -2.516 -6.157 0.320  0.465
H -1.033 -5.189 0.247  0.219
H -2.181 -4.936 1.577  0.183
H 1.424 -2.062 1.459  0.098
H -0.074 -1.534 2.502  0.065
H 1.492 -3.879 -0.047  0.478
H 2.017 -4.840 -2.313  0.418
H 1.160 -3.704 -4.376  0.385
H -0.399 -1.714 -4.142  0.465
H -0.972 -0.887 -1.899  0.463
C 0.901 8.742 -3.579  -1.329
C 1.077 7.306 -3.155  0.971
C 0.716 6.258 -4.018  -0.543
C 0.800 4.932 -3.611  -0.635
C 1.264 4.575 -2.312  0.630
C 1.396 3.201 -1.881  -0.302
C 2.224 2.830 -0.832  -0.366
C 2.354 1.505 -0.466  -0.320
C 3.044 1.110 0.723  0.903
C 3.356 -0.260 0.944  -0.686
C 3.965 -0.654 2.118  -0.502
C 4.289 0.288 3.094  1.162
C 4.929 -0.159 4.355  -1.435
C 4.016 1.640 2.883  -1.008
C 3.398 2.056 1.724  -0.726
C 1.660 5.657 -1.468  -0.530
C 1.578 6.980 -1.883  -0.779
H 1.203 9.446 -2.784  0.346
H 1.481 9.004 -4.485  0.326
H -0.155 8.966 -3.828  0.328
H 0.354 6.498 -5.024  0.399
H 0.581 4.128 -4.306  0.377
H 0.945 2.402 -2.474  0.477
H 2.814 3.602 -0.322  0.443
H 1.999 0.712 -1.131  0.369
H 3.075 -0.987 0.180  0.520
H 4.177 -1.707 2.294  0.427
H 5.152 0.699 5.000  0.372
H 4.271 -0.845 4.904  0.330
H 5.862 -0.704 4.156  0.354
H 4.288 2.371 3.645  0.329
H 3.148 3.109 1.573  0.424
H 2.091 5.444 -0.492  0.368
H 1.896 7.789 -1.213  0.305

The gap between HOMO and LUMO comes out at 0.181 hartree. The value obtained for the max |F| is 1.84 eV/Å. The energy relative to the best compared isomer or geometry (same formula, charge and spin) is 0.000 eV. The total charge is +1. The value obtained for the LUMO energy is -5.295 eV. The spin multiplicity is 1.

=====

Entry 3:
Molecular formula: C31H43BrF4I2N4O3P3
Method: DFT, ωB97M-V with the def2-TZVPD basis set

Each line ends with the Mulliken charge.
Geometry (Å):
C 3.611 -0.032 0.939  -1.154
C 2.208 -0.404 1.372  -0.196
N 1.978 -0.566 2.605  -0.274
C 1.166 -0.646 0.270  -2.329
C 0.380 0.634 -0.038  3.604
C -0.418 1.179 1.165  -2.648
C -1.297 0.271 2.047  -0.815
C -1.291 0.725 3.512  -0.554
F -0.773 -0.269 4.321  -0.236
C 1.349 1.727 -0.552  0.166
P 2.070 3.035 0.562  0.373
N 3.452 3.474 0.019  -0.757
C 0.593 2.468 -1.648  -2.516
C -0.219 1.430 -2.454  0.793
C -1.399 2.136 -3.204  -1.356
I -2.628 3.362 -1.921  0.282
C -2.188 1.274 -4.256  -0.607
C -1.838 1.696 -5.705  -0.839
I -4.325 1.324 -4.097  0.215
P 1.099 0.769 -3.692  1.229
N 2.295 0.186 -2.945  -0.665
O 1.400 2.071 -4.568  -0.562
O 0.356 -0.151 -4.762  -0.513
N -0.605 0.403 -1.345  0.120
Br -0.485 -1.416 -2.091  0.124
P -2.416 0.225 -0.840  0.876
O -2.636 -1.067 -0.194  -0.632
H 3.760 -0.100 -0.139  0.302
H 4.304 -0.726 1.417  0.462
H 3.895 0.973 1.260  0.161
H 1.030 -0.893 2.793  -0.208
H 1.710 -0.928 -0.630  0.981
H 0.506 -1.461 0.575  0.840
H 0.344 1.591 1.819  0.474
H -1.010 2.040 0.827  0.745
H -2.335 0.274 1.709  0.844
H -0.992 -0.775 2.004  0.399
H -0.685 1.622 3.670  0.267
H -2.300 0.933 3.867  0.334
H 2.258 1.302 -0.971  0.167
H 2.080 2.443 1.839  -0.037
H 1.047 4.005 0.643  0.131
H 3.584 4.455 -0.186  0.259
H -0.078 3.204 -1.208  0.352
H 1.316 3.017 -2.255  0.595
H -0.907 2.914 -3.783  0.743
H -1.942 0.227 -4.100  0.424
H -2.724 1.871 -6.309  0.374
H -1.283 0.908 -6.212  0.233
H -1.242 2.609 -5.731  0.281
H 2.575 -0.758 -3.178  0.255
H 1.183 2.953 -4.258  0.369
H 0.569 0.087 -5.674  0.351
H -2.621 1.325 -0.020  0.156
H -3.019 0.456 -2.075  -0.470
F 1.529 -6.814 5.868  -0.318
C 1.391 -5.484 5.710  0.400
C 1.998 -4.640 6.618  -0.588
C 1.850 -3.271 6.445  -0.348
C 1.108 -2.770 5.384  -0.364
C 0.507 -3.646 4.492  -0.027
C 0.645 -5.019 4.644  -0.709
H 2.568 -5.055 7.437  0.434
H 2.321 -2.595 7.147  0.383
H 0.994 -1.703 5.254  0.373
H -0.083 -3.262 3.668  0.347
H 0.188 -5.723 3.963  0.436
F -4.887 -1.025 -8.451  -0.307
C -5.731 -1.797 -7.729  0.347
C -5.756 -1.631 -6.359  -0.068
C -6.620 -2.423 -5.615  -0.309
C -7.432 -3.357 -6.243  -0.580
C -7.381 -3.498 -7.624  -0.301
C -6.525 -2.714 -8.385  -0.517
H -5.110 -0.893 -5.904  0.195
H -6.659 -2.307 -4.539  0.356
H -8.104 -3.972 -5.660  0.379
H -8.012 -4.226 -8.116  0.364
H -6.471 -2.804 -9.461  0.430
F 5.857 4.070 4.739  -0.314
C 5.227 2.997 5.260  0.434
C 5.431 2.687 6.590  -0.617
C 4.774 1.581 7.113  -0.341
C 3.938 0.813 6.315  -0.619
C 3.752 1.148 4.980  0.150
C 4.401 2.253 4.441  -0.713
H 6.090 3.299 7.189  0.431
H 4.920 1.322 8.154  0.373
H 3.432 -0.048 6.730  0.458
H 3.104 0.557 4.345  0.336
H 4.284 2.543 3.404  0.500

The gap between HOMO and LUMO comes out at 0.211 hartree. The value obtained for the max |F| is 0.72 eV/Å. The energy relative to the best compared isomer or geometry (same formula, charge and spin) is 0.000 eV. The total charge is +1. The value obtained for the LUMO energy is -4.915 eV. The spin multiplicity is 1.

=====

Entry 4:
Molecular formula: C31H44BBiN9O5S3
Method: DFT, ωB97M-V with the def2-TZVPD basis set

Each line ends with the Mulliken charge.
Geometry (Å):
Bi -1.119 -0.337 1.129  1.937
N -2.439 -2.581 0.797  -0.534
C -3.797 -2.301 0.346  -0.528
C -4.271 -0.905 0.731  0.436
O -5.480 -0.667 0.675  -0.790
N -3.321 -0.027 1.069  -0.080
C -3.764 1.293 1.467  -0.697
C -2.673 2.078 2.189  0.450
O -2.942 3.141 2.722  -0.728
O -1.471 1.572 2.158  -0.349
H -1.988 -3.306 0.256  0.145
H -2.425 -2.815 1.786  0.212
H -4.541 -3.005 0.723  0.354
H -3.823 -2.351 -0.745  0.210
H -4.637 1.231 2.116  0.537
H -4.063 1.895 0.600  0.121
C -3.548 0.153 -5.050  -2.357
C -3.113 0.631 -3.665  1.579
C -3.692 2.026 -3.431  -1.696
C -3.618 -0.376 -2.632  -1.582
N -1.623 0.689 -3.620  0.324
C -0.794 0.352 -4.680  -0.171
C 0.473 0.498 -4.254  -1.433
N 0.441 0.913 -2.944  0.135
B 1.763 1.064 -2.146  1.130
N 2.307 -0.279 -1.585  0.285
C 3.638 -0.309 -1.230  -1.480
C 3.946 -1.547 -0.822  -0.329
N 2.786 -2.307 -0.911  0.790
C 1.780 -1.517 -1.399  0.073
S 0.217 -2.043 -1.841  -0.220
C 2.773 -3.784 -0.718  1.208
C 4.070 -4.200 -0.022  -2.041
C 2.695 -4.442 -2.095  -1.702
C 1.613 -4.240 0.171  -1.434
N 1.606 2.210 -1.117  -0.156
C 1.365 3.466 -1.639  -1.682
C 1.144 4.305 -0.619  -0.067
N 1.244 3.570 0.554  0.742
C 1.536 2.277 0.236  -0.016
S 1.801 0.979 1.306  -0.110
C 1.075 4.263 1.868  1.466
C 2.212 5.283 1.991  -1.784
C 1.109 3.338 3.080  -2.193
C -0.291 4.955 1.859  -1.283
C -0.844 1.015 -2.549  -0.169
S -1.399 1.578 -1.028  0.002
H -4.637 0.126 -5.063  0.450
H -3.184 -0.853 -5.264  0.472
H -3.221 0.832 -5.840  0.529
H -4.782 1.968 -3.455  0.461
H -3.362 2.710 -4.218  0.434
H -3.386 2.421 -2.466  0.221
H -4.687 -0.542 -2.781  0.497
H -3.462 -0.023 -1.616  0.134
H -3.092 -1.325 -2.759  0.484
H -1.164 0.045 -5.637  0.490
H 1.404 0.337 -4.767  0.603
H 2.589 1.435 -2.956  -0.254
H 4.244 0.579 -1.269  0.547
H 4.873 -1.933 -0.449  0.515
H 4.949 -4.052 -0.652  0.458
H 4.008 -5.264 0.201  0.477
H 4.206 -3.663 0.918  0.356
H 3.556 -4.160 -2.704  0.355
H 1.783 -4.127 -2.604  0.272
H 2.681 -5.529 -1.990  0.485
H 1.573 -3.652 1.090  0.174
H 1.782 -5.286 0.435  0.529
H 0.662 -4.149 -0.340  0.368
H 1.351 3.641 -2.701  0.569
H 0.915 5.353 -0.627  0.549
H 3.177 4.775 1.963  0.360
H 2.123 5.808 2.943  0.443
H 2.188 6.024 1.191  0.369
H 2.073 2.850 3.200  0.463
H 0.331 2.577 3.025  0.282
H 0.919 3.970 3.951  0.594
H -0.404 5.655 1.031  0.351
H -0.405 5.516 2.788  0.498
H -1.093 4.214 1.815  0.044
O -1.770 -2.900 4.779  -0.735
C -1.176 -2.113 4.047  -0.166
O -1.713 -1.324 3.198  -0.680
C 0.339 -2.068 4.158  0.504
C 0.949 -2.355 5.376  -0.649
C 2.328 -2.347 5.443  -0.361
C 3.052 -2.095 4.284  -1.062
C 2.357 -1.845 3.113  -0.026
N 1.025 -1.813 3.047  0.361
H 0.324 -2.582 6.228  0.497
H 2.836 -2.542 6.379  0.391
H 4.134 -2.085 4.283  0.457
H 2.884 -1.644 2.186  0.365

The gap between HOMO and LUMO comes out at 0.256 hartree. The value obtained for the max |F| is 0.38 eV/Å. The energy relative to the best compared isomer or geometry (same formula, charge and spin) is 0.043 eV. The total charge is -1. The value obtained for the LUMO energy is 2.300 eV. The spin multiplicity is 1.

=====

Entry 5:
Molecular formula: C31H44BrCrN3OP2
Method: DFT, ωB97M-V with the def2-TZVPD basis set

Each line ends with the Löwdin spin population.
Geometry (Å):
C -1.139 -8.826 3.421  0.000
C -1.315 -8.357 2.109  0.000
C -1.648 -9.319 1.136  0.000
C -1.789 -10.667 1.502  0.000
N -1.620 -11.083 2.758  0.000
C -1.300 -10.194 3.699  0.000
C -1.131 -6.964 1.751  -0.001
C -0.883 -5.871 1.278  0.000
C -0.421 -4.706 0.667  0.006
C -0.992 -3.578 1.246  0.000
C -0.700 -2.364 0.637  0.001
C 0.205 -2.329 -0.441  -0.253
C 0.854 -3.432 -0.941  -0.020
C 0.463 -4.678 -0.424  0.005
Cr -0.539 -0.429 0.019  3.308
P -2.656 0.289 -0.395  0.019
H -1.779 -9.029 0.098  0.000
H -0.864 -8.147 4.222  0.000
H -2.043 -11.416 0.745  0.000
H -1.160 -10.569 4.719  0.000
H 0.850 -5.628 -0.812  -0.001
H -1.650 -3.635 2.120  0.000
H 1.616 -3.338 -1.715  -0.002
H -1.277 -1.504 1.152  0.016
C -2.543 1.817 -1.362  0.011
C -3.713 2.104 -2.296  0.001
H -1.591 1.766 -1.918  0.004
H -2.425 2.620 -0.617  0.001
H -3.545 3.087 -2.752  0.000
H -3.781 1.373 -3.111  0.000
H -4.676 2.134 -1.771  0.000
C -3.232 -1.077 -1.447  0.006
C -4.289 -1.996 -0.852  0.001
H -2.334 -1.672 -1.697  0.002
H -3.577 -0.612 -2.379  0.000
H -4.484 -2.801 -1.573  0.000
H -3.959 -2.465 0.087  0.000
H -5.238 -1.473 -0.675  0.000
C -3.787 0.556 0.998  0.003
C -5.123 1.221 0.679  -0.001
H -3.225 1.155 1.731  0.000
H -3.943 -0.431 1.458  0.000
H -5.722 1.228 1.599  0.000
H -4.998 2.264 0.361  0.000
H -5.699 0.679 -0.083  0.000
Br 1.827 -0.389 -1.035  -0.145
P -0.056 -2.120 -4.587  0.577
C -1.660 -1.393 -4.282  0.080
C -2.263 -0.964 -5.628  0.031
H -1.498 -0.551 -3.592  0.012
H -2.293 -2.135 -3.768  0.002
H -3.347 -0.842 -5.549  0.002
H -1.829 -0.017 -5.972  0.000
H -2.063 -1.724 -6.396  0.008
C 1.333 -1.033 -4.307  0.093
C 2.418 -1.254 -5.373  0.021
H 1.691 -1.198 -3.276  0.020
H 0.945 -0.004 -4.345  0.000
H 3.179 -0.470 -5.307  0.000
H 2.915 -2.223 -5.255  0.000
H 1.972 -1.220 -6.376  0.005
C 0.077 -3.749 -3.844  0.089
C -0.316 -4.875 -4.809  0.022
H -0.569 -3.728 -2.958  0.015
H 1.116 -3.891 -3.515  0.002
H 0.008 -5.839 -4.401  0.001
H -1.401 -4.907 -4.952  0.000
H 0.172 -4.729 -5.779  0.004
N 3.432 3.271 4.053  0.000
C 2.989 2.678 2.895  0.000
O 3.677 2.657 1.878  -0.001
C 1.647 2.016 2.968  -0.001
C 0.863 1.937 4.132  0.009
C -0.334 1.229 4.077  -0.001
C -0.717 0.576 2.902  0.014
N 0.037 0.639 1.774  0.013
C 1.188 1.372 1.814  0.013
H 4.299 3.781 3.996  0.000
H 2.832 3.475 4.838  0.000
H 1.184 2.401 5.064  0.000
H -0.992 1.164 4.939  0.000
H -1.660 0.019 2.849  0.002
H 1.750 1.412 0.879  0.000

Its expectation value of S² is 6.411. The gap between HOMO and LUMO (spin up / spin down) comes out at 0.246 / 0.186 hartree. The value obtained for the max |F| is 4.29 eV/Å. The energy relative to the best compared isomer or geometry (same formula, charge and spin) is 0.000 eV. The total charge is +2. The value obtained for the LUMO energy (spin up / spin down) is -6.208 / -7.863 eV. The spin multiplicity is 5.